[1]
This record from the Open Molecules 2025 dataset describes a cluster of 2 separate species, C2H8O2S in total in a non-equilibrium geometry. The level of theory is ωB97M-V/def2-TZVPD.

Geometry (Å):
S1 -1.079 2.517 1.435
O1 0.739 1.124 -0.052
O2 3.892 0.401 -2.813
C1 -0.041 2.273 -0.018
C2 0.000 0.000 0.000
H1 -0.665 2.399 -0.924
H2 3.387 0.734 -2.037
H3 -0.833 0.020 -0.723
H4 -0.412 -0.188 1.006
H5 0.028 2.594 2.203
H6 3.241 -0.131 -3.324
H7 0.676 -0.831 -0.264
H8 0.715 3.081 -0.015

HOMO in eV: -9.65
Spin multiplicity: 1
SMILES string: COCS.O
E_LUMO in eV: 0.661
E_tot in a.u.: -629.6258
Kohn-Sham gap in eV: 10.32

[2]
This record from the Open Molecules 2025 dataset describes a cluster of 2 separate species, C5H6 in total in a non-equilibrium geometry. The level of theory is ωB97M-V/def2-TZVPD.

Geometry (Å):
C1 3.879 -0.248 0.820
C2 -1.907 0.377 -0.299
C3 -0.666 0.623 -0.139
C4 -3.087 0.109 -0.689
C5 2.798 -0.702 0.954
H1 -3.277 -0.830 -1.231
H2 -0.167 0.160 0.696
H3 4.779 0.122 0.409
H4 -0.269 1.041 -1.173
H5 -3.965 0.613 -0.491
H6 1.883 -1.265 1.143

HOMO in eV: -9.94
Spin multiplicity: 1
SMILES string: C=C=C.C#C
E_LUMO in eV: 0.976
E_tot in a.u.: -193.9375
Kohn-Sham gap in eV: 10.92

[3]
This record from the Open Molecules 2025 dataset describes a structure of composition C4H9N3 in a non-equilibrium geometry. The level of theory is ωB97M-V/def2-TZVPD.

Geometry (Å):
N1 0.804 0.746 0.563
N2 2.016 0.800 0.371
N3 0.121 -1.279 0.674
C1 -0.954 -1.200 1.637
C2 -0.186 0.942 -0.683
C3 0.220 1.653 -1.766
C4 -0.157 -1.018 -0.632
H1 1.224 1.542 -2.153
H2 0.696 -1.107 -1.304
H3 2.508 0.336 1.146
H4 -0.529 -1.194 2.642
H5 -1.034 -1.479 -1.085
H6 -1.611 -2.070 1.542
H7 -1.148 1.215 -0.256
H8 -0.406 2.409 -2.216
H9 -1.564 -0.295 1.522

HOMO (alpha / beta) in eV: -8.12 / -8.09
Spin multiplicity: 1
E_LUMO (alpha / beta) in eV: -0.378 / -0.313
E_tot in a.u.: -321.8563
Kohn-Sham gap (alpha / beta) in eV: 7.74 / 7.78

[4]
This record from the Open Molecules 2025 dataset describes a structure of composition C8H12FO4Tl in a non-equilibrium geometry. The level of theory is ωB97M-V/def2-TZVPD.

Geometry (Å):
Tl1 -0.871 4.153 -0.570
F1 -0.024 4.310 2.150
O1 1.427 2.239 -0.709
O2 -1.191 1.616 0.958
O3 -0.696 -0.610 1.158
O4 2.532 1.389 -2.496
C1 -2.758 -1.431 1.870
C2 2.628 -0.860 -1.742
C3 1.707 1.291 -1.402
C4 -1.542 0.450 1.315
C5 -2.834 0.093 1.884
C6 -1.251 -1.797 1.755
C7 1.544 -0.189 -1.017
C8 2.729 0.101 -3.044
H1 3.649 0.090 -3.629
H2 -3.212 0.523 2.811
H3 -1.009 -2.643 1.112
H4 0.592 -0.666 -1.250
H5 -0.814 -1.823 2.753
H6 -3.075 -1.834 2.832
H7 1.531 -0.227 0.072
H8 -3.619 0.420 1.202
H9 -3.327 -1.821 1.025
H10 3.549 -0.855 -1.159
H11 2.324 -1.866 -2.032
H12 2.009 -0.053 -3.848

HOMO (alpha / beta) in eV: -22.27 / -22.24
Spin multiplicity: 2
Net charge: +3
E_LUMO (alpha / beta) in eV: -14.013 / -16.229
E_tot in a.u.: -883.9161
Kohn-Sham gap (alpha / beta) in eV: 8.26 / 6.01

[5]
This record from the Open Molecules 2025 dataset describes a structure of composition C39H34As2IMgNO8S4. The level of theory is ωB97M-V/def2-TZVPD.

Geometry (Å):
I1 -2.341 -1.539 0.073
As1 1.011 -2.115 -1.614
As2 3.985 -4.208 -0.722
S1 0.429 1.130 2.039
S2 0.900 -0.811 2.144
S3 -1.911 -0.507 3.897
S4 -0.379 -1.669 3.556
Mg1 -1.876 1.312 1.023
O1 2.733 0.704 -2.169
O2 1.231 -5.881 -0.084
O3 5.684 -2.067 0.678
O4 -0.016 -4.055 0.322
O5 5.783 -0.701 -1.095
O6 3.296 0.508 -0.003
O7 4.191 -4.381 -3.928
O8 1.991 -4.475 -4.390
N1 -1.608 3.586 1.486
C1 -1.808 6.156 4.148
C2 -1.703 4.188 2.708
C3 5.784 -4.391 -1.536
C4 -1.821 3.376 3.860
C5 -4.378 -1.266 0.502
C6 -1.575 6.357 1.677
C7 -6.055 2.188 2.244
C8 -0.615 -4.792 1.373
C9 -1.926 5.352 5.247
C10 2.865 -4.406 -3.538
C11 -1.930 3.949 5.096
C12 2.861 -1.474 -1.191
C13 1.448 -3.993 -1.523
C14 3.917 -2.214 -0.847
C15 -4.666 2.138 1.989
C16 -5.191 -2.319 0.183
C17 -1.282 1.588 -2.164
C18 -4.868 -0.057 1.084
C19 -1.473 4.310 0.390
C20 -4.020 1.057 1.417
C21 3.332 1.934 0.061
C22 2.967 0.013 -1.208
C23 -7.104 -1.119 0.982
C24 -0.860 3.675 -3.278
C25 -6.276 -0.021 1.323
C26 -0.983 2.290 -3.322
C27 1.097 -1.665 -3.526
C28 -1.694 5.589 2.860
C29 6.925 -1.512 1.094
C30 -1.464 5.740 0.477
C31 5.189 -1.547 -0.473
C32 2.680 -4.400 -2.120
C33 -6.577 -2.245 0.424
C34 -1.034 4.330 -2.073
C35 4.388 -4.432 -5.327
C36 -1.466 2.203 -0.918
C37 -6.848 1.131 1.915
C38 0.938 -4.737 -0.399
C39 -1.330 3.604 -0.909
H1 -0.830 1.761 -4.257
H2 7.699 -1.692 0.346
H3 2.379 2.352 -0.259
H4 -1.060 -5.716 1.000
H5 0.981 -0.585 -3.603
H6 -1.358 0.504 -2.233
H7 3.928 -3.575 -5.824
H8 -7.211 -3.084 0.163
H9 -7.918 1.149 2.097
H10 3.960 -5.340 -5.756
H11 0.121 -5.050 2.138
H12 -4.770 -3.215 -0.254
H13 4.138 2.304 -0.574
H14 -1.381 6.330 -0.421
H15 -0.615 4.236 -4.173
H16 -1.577 7.440 1.745
H17 -0.914 5.407 -2.061
H18 5.466 -4.416 -5.479
H19 3.509 2.176 1.105
H20 6.521 -4.304 -0.737
H21 -4.093 3.019 2.268
H22 5.972 -3.653 -2.313
H23 5.847 -5.386 -1.976
H24 -1.801 7.236 4.247
H25 -1.802 2.298 3.746
H26 -1.377 -4.141 1.795
H27 0.278 -2.180 -4.026
H28 -8.169 -1.045 1.178
H29 -2.013 5.788 6.235
H30 -6.488 3.072 2.702
H31 2.038 -1.964 -3.977
H32 -2.016 3.314 5.968
H33 7.174 -2.011 2.027
H34 6.834 -0.437 1.250

HOMO (alpha / beta) in eV: -1.74 / -2.37
Spin multiplicity: 1
Net charge: -2
E_LUMO (alpha / beta) in eV: 3.357 / 3.813
E_tot in a.u.: -8725.4153
Kohn-Sham gap (alpha / beta) in eV: 5.10 / 6.19

[6]
This record from the Open Molecules 2025 dataset describes a cluster of 2 separate species, C24H23NO2 in total in a non-equilibrium geometry. The level of theory is ωB97M-V/def2-TZVPD.

Geometry (Å):
O1 -1.662 -1.018 2.571
O2 -1.064 -1.932 0.596
N1 -0.577 -5.025 3.991
C1 -1.789 -5.691 3.670
C2 -0.709 -4.503 5.309
C3 -3.965 -6.092 4.643
C4 -0.715 -1.473 1.694
C5 2.829 -2.106 -0.691
C6 -2.684 -5.559 4.752
C7 3.050 -0.869 1.819
C8 -2.084 -6.411 2.533
C9 1.759 -4.421 3.574
C10 1.710 -2.009 0.128
C11 -2.006 -4.809 5.783
C12 4.064 -1.581 -0.281
C13 0.619 -1.340 2.227
C14 -4.300 -6.787 3.476
C15 -3.371 -6.969 2.433
C16 4.161 -0.967 0.982
C17 0.217 -3.834 6.093
C18 -2.971 -0.918 1.983
C19 -3.946 -0.531 3.068
C20 -1.494 -3.636 7.818
C21 -2.406 -4.352 7.036
C22 -0.192 -3.394 7.363
C23 0.443 -4.903 3.151
C24 1.772 -1.401 1.423
H1 -2.968 -0.160 1.189
H2 -3.644 -7.536 1.537
H3 -5.301 -7.206 3.357
H4 -4.067 -1.359 3.781
H5 2.442 -4.692 2.756
H6 5.120 -0.546 1.305
H7 0.524 -2.854 7.989
H8 -3.253 -1.878 1.540
H9 0.679 -1.003 3.253
H10 -3.616 0.366 3.611
H11 2.725 -2.581 -1.671
H12 2.085 -4.936 4.491
H13 -4.673 -5.937 5.460
H14 1.223 -3.673 5.737
H15 0.338 -5.437 2.211
H16 -4.924 -0.327 2.616
H17 3.109 -0.333 2.780
H18 -1.318 -6.525 1.770
H19 -1.789 -3.259 8.798
H20 0.735 -2.349 -0.213
H21 4.941 -1.656 -0.929
H22 -3.426 -4.552 7.360
H23 1.847 -3.329 3.705

HOMO in eV: -5.41
Spin multiplicity: 1
E_LUMO in eV: -1.925
E_tot in a.u.: -1133.4873
Kohn-Sham gap in eV: 3.48

[7]
This record from the Open Molecules 2025 dataset describes a structure of composition C30H50OP4Ti in a non-equilibrium geometry. The level of theory is ωB97M-V/def2-TZVPD.

Geometry (Å):
Ti1 -0.625 1.319 -1.790
P1 -0.523 -1.336 1.696
P2 -1.340 -1.022 -2.337
P3 0.710 2.337 0.977
P4 1.911 0.526 -1.795
O1 -2.097 1.511 -0.435
C1 4.188 0.349 -0.009
C2 2.795 2.057 -2.169
C3 1.621 -0.182 -4.482
C4 -2.849 2.584 -0.114
C5 2.339 -0.449 -3.302
C6 3.374 -2.338 -4.458
C7 -2.803 -1.705 -1.441
C8 1.629 -1.073 -5.556
C9 -0.483 2.459 2.394
C10 -0.474 2.616 -3.344
C11 2.990 -1.704 -0.353
C12 5.023 -0.290 0.919
C13 2.248 2.257 2.001
C14 -4.071 2.437 0.580
C15 -3.897 4.759 1.328
C16 -2.032 -0.685 -4.002
C17 -2.763 4.944 0.547
C18 -0.209 -2.870 0.821
C19 2.497 -2.172 -5.536
C20 3.101 -0.320 -0.599
C21 0.817 4.133 0.556
C22 -1.881 2.514 -2.911
C23 1.040 -0.919 2.486
C24 4.839 -1.639 1.202
C25 -1.871 -1.488 2.860
C26 3.329 -1.450 -3.375
C27 -4.591 3.548 1.264
C28 -0.350 -2.527 -2.727
C29 -2.362 3.916 -0.288
C30 3.831 -2.351 0.556
H1 -1.066 -3.216 0.227
H2 0.543 -2.247 -3.297
H3 4.400 1.386 -0.256
H4 -3.283 -2.472 -2.068
H5 2.098 1.693 2.928
H6 -3.519 -0.894 -1.249
H7 -1.224 -0.643 -4.738
H8 -0.181 1.793 3.211
H9 -2.603 2.115 -3.636
H10 0.035 -3.666 1.551
H11 -1.765 -2.392 3.479
H12 3.041 1.765 1.434
H13 4.100 -3.163 -4.461
H14 -0.968 -3.202 -3.342
H15 -2.615 0.239 -4.036
H16 -1.492 2.189 2.064
H17 2.650 2.821 -1.398
H18 0.970 -0.898 -6.416
H19 -2.517 -2.144 -0.476
H20 0.153 3.490 -3.148
H21 -0.185 4.578 0.572
H22 -2.686 -1.544 -4.195
H23 -0.172 2.191 -4.291
H24 3.703 -3.419 0.742
H25 5.489 -2.138 1.915
H26 -1.903 -0.594 3.505
H27 -4.195 5.566 1.987
H28 2.280 -2.296 -0.931
H29 2.590 3.266 2.264
H30 1.465 4.642 1.279
H31 2.447 2.458 -3.124
H32 -5.540 3.448 1.796
H33 1.240 4.234 -0.448
H34 -2.346 3.380 -2.448
H35 -0.499 3.490 2.771
H36 3.857 1.817 -2.261
H37 4.077 -1.557 -2.591
H38 -0.037 -3.058 -1.820
H39 5.820 0.277 1.396
H40 -2.819 -1.543 2.294
H41 2.507 -2.874 -6.373
H42 -4.516 1.439 0.647
H43 0.964 0.068 2.944
H44 -1.615 4.158 -1.050
H45 1.869 -0.912 1.760
H46 -1.008 -0.223 0.943
H47 1.291 -1.653 3.274
H48 0.667 -2.759 0.163
H49 1.039 0.738 -4.565
H50 -2.177 5.873 0.549

HOMO (alpha / beta) in eV: -16.30 / -16.26
Spin multiplicity: 2
Net charge: +3
E_LUMO (alpha / beta) in eV: -8.943 / -11.317
E_tot in a.u.: -3462.2355
Kohn-Sham gap (alpha / beta) in eV: 7.36 / 4.95

[8]
This record from the Open Molecules 2025 dataset describes the ion C4H4Cl3O3 with charge +1 in a non-equilibrium geometry. The level of theory is ωB97M-V/def2-TZVPD.

Geometry (Å):
Cl1 -3.136 -1.695 -0.944
Cl2 4.000 -0.630 -0.598
Cl3 1.106 -1.469 0.790
O1 -1.007 1.074 0.909
O2 -0.659 -0.319 -0.820
O3 0.589 0.205 -0.992
C1 2.716 0.589 0.026
C2 -1.423 0.279 0.130
C3 -2.872 -0.188 0.007
C4 1.426 -0.105 -0.070
H1 2.995 0.747 1.067
H2 2.677 1.458 -0.549
H3 -3.472 0.647 -0.092
H4 -2.939 -0.594 1.134

HOMO in eV: -14.72
Spin multiplicity: 1
Net charge: +1
E_LUMO in eV: -6.822
E_tot in a.u.: -1760.6756
Kohn-Sham gap in eV: 7.90

The highest E_tot belongs to which entry?
C5H6

Please write out number 1 again, unchanged.
This record from the Open Molecules 2025 dataset describes a cluster of 2 separate species, C2H8O2S in total in a non-equilibrium geometry. The level of theory is ωB97M-V/def2-TZVPD.

Geometry (Å):
S1 -1.079 2.517 1.435
O1 0.739 1.124 -0.052
O2 3.892 0.401 -2.813
C1 -0.041 2.273 -0.018
C2 0.000 0.000 0.000
H1 -0.665 2.399 -0.924
H2 3.387 0.734 -2.037
H3 -0.833 0.020 -0.723
H4 -0.412 -0.188 1.006
H5 0.028 2.594 2.203
H6 3.241 -0.131 -3.324
H7 0.676 -0.831 -0.264
H8 0.715 3.081 -0.015

HOMO in eV: -9.65
Spin multiplicity: 1
SMILES string: COCS.O
E_LUMO in eV: 0.661
E_tot in a.u.: -629.6258
Kohn-Sham gap in eV: 10.32